{"formula": "C21H31N5O6PdS", "method": "the ωB97M-V functional and the def2-TZVPD basis", "species": ["Pd", "S", "O", "O", "O", "O", "O", "O", "N", "N", "N", "N", "N", "C", "C", "C", "C", "C", "C", "C", "C", "C", "C", "C", "C", "C", "C", "C", "C", "C", "C", "C", "C", "C", "H", "H", "H", "H", "H", "H", "H", "H", "H", "H", "H", "H", "H", "H", "H", "H", "H", "H", "H", "H", "H", "H", "H", "H", "H", "H", "H", "H", "H", "H", "H"], "coordinates": [[0.7234, 0.6240, -1.0908], [-0.3826, 1.1883, 2.1188], [3.0621, 1.7988, -3.0004], [0.4663, -0.9489, -5.8301], [-1.8101, -0.9069, -1.8883], [-0.0421, -2.3291, -0.6940], [3.7364, 1.2274, -0.8130], [0.2592, 3.4080, -0.1778], [-1.3086, 0.2427, -1.5695], [0.9602, -1.4302, -0.6073], [-0.1819, 2.4657, -0.8773], [2.7927, 0.4198, -0.4789], [0.7224, 0.8025, 1.0617], [-1.8931, 0.4692, 1.4645], [2.2918, -3.2097, 0.3897], [-0.0092, -0.6950, 5.7188], [1.1593, -2.0465, 4.0760], [-4.1565, 0.8005, 0.7146], [-4.2244, -0.5579, 0.3892], [-0.3499, 0.2315, 4.7285], [-2.9877, 1.3219, 1.2611], [0.8196, -1.1162, 3.0830], [-2.0200, 3.9381, -1.6434], [3.1591, -0.8094, -0.0400], [2.1513, -1.8317, -0.1466], [4.4994, -1.0923, 0.5765], [-1.9754, -0.8907, 1.2034], [1.1914, 0.6308, -2.8459], [0.7429, -1.8298, 5.3940], [-3.1254, -1.3913, 0.5939], [-3.2862, 1.2325, -2.6009], [-1.9666, 1.3764, -1.9438], [-1.3753, 2.6000, -1.5408], [0.0713, 0.0077, 3.4093], [3.3283, -3.5471, 0.3327], [-1.1743, -1.5479, 1.5367], [5.1251, -0.1983, 0.5104], [1.9701, -3.2543, 1.4405], [3.5409, 1.3908, -2.0914], [-3.0989, 3.8438, -1.8041], [-3.1649, -2.4501, 0.3325], [-0.9379, 1.1226, 4.9451], [1.6477, -3.8858, -0.1858], [1.7440, -2.9287, 3.8060], [1.6926, 1.0276, 1.2893], [1.0051, -2.5499, 6.1703], [-0.7766, -1.7659, -1.2207], [-0.4102, -1.3391, -5.6476], [5.0149, -1.9237, 0.0761], [-3.2541, 0.4183, -3.3358], [-4.0472, 0.9878, -1.8475], [-5.0115, 1.4601, 0.5468], [1.2182, 1.7666, -2.6676], [-0.3348, -0.5286, 6.7459], [1.1092, -1.2643, 2.0396], [-1.6063, 4.5099, -2.4873], [-3.5781, 2.1602, -3.1006], [-2.8809, 2.3732, 1.5382], [0.7540, 0.3365, -3.8164], [3.6983, 1.5052, -3.7522], [1.0855, -1.6788, -6.0216], [-1.8447, 4.5205, -0.7322], [4.4019, -1.3683, 1.6376], [-5.1378, -0.9720, -0.0418], [2.2086, 0.0791, -2.5899]], "multiplicity": 3, "largest_force_ha_per_bohr": 0.13507, "energy_ha": -2069.59867, "orbital_gap_ev": [6.28, 5.73], "s2": 2.10}

***

{"formula": "C21H31N6O3Pt", "method": "the ωB97M-V functional and the def2-TZVPD basis", "species": ["Pt", "O", "O", "O", "N", "N", "N", "N", "N", "N", "C", "C", "C", "C", "C", "C", "C", "C", "C", "C", "C", "C", "C", "C", "C", "C", "C", "C", "C", "C", "C", "H", "H", "H", "H", "H", "H", "H", "H", "H", "H", "H", "H", "H", "H", "H", "H", "H", "H", "H", "H", "H", "H", "H", "H", "H", "H", "H", "H", "H", "H", "H"], "coordinates": [[-1.2833, 0.9795, -0.0506], [-3.0613, 1.3467, -0.8327], [-4.9056, 0.1685, -0.3299], [-1.0630, 3.3835, -0.0466], [-1.5483, -1.2924, -0.8352], [0.7361, 0.9130, 0.2390], [-0.4766, 1.3110, 4.3076], [-1.2689, 0.7131, 2.1829], [0.9999, 1.0415, 2.5716], [2.8532, 0.9843, 1.2100], [2.4423, -2.6366, -0.8851], [-2.3967, -1.4255, -2.0184], [-0.4931, -2.7374, 1.5133], [-3.0133, -2.5242, -4.0601], [-2.1426, -2.3823, -2.9915], [0.3222, -2.4416, 0.2732], [3.6854, 0.8389, 2.4030], [-0.2003, -1.8005, -0.8507], [-0.3273, 1.0272, 2.9861], [-4.1569, -1.7398, -4.1384], [0.5847, -1.5809, -1.9786], [3.4798, 1.0814, -0.1048], [1.5029, 0.9681, 1.2794], [-0.2362, 5.6589, -0.3694], [0.0986, 4.1864, -0.3211], [1.8987, -2.0093, -1.9998], [-4.4332, -0.8286, -3.1343], [-3.9060, 0.3087, -0.9825], [2.2691, -3.5518, 1.4422], [-3.5489, -0.6551, -2.0741], [1.6679, -2.8500, 0.2479], [-0.6304, -3.8146, 1.6336], [-0.8563, 5.8945, -1.2380], [0.5557, 3.8566, -1.2567], [3.4693, -2.9868, -0.9023], [-2.8070, -3.2670, -4.8207], [-1.4825, -2.2860, 1.5303], [-2.0573, -1.6306, -0.0332], [-4.8432, -1.8583, -4.9668], [3.1277, 1.9683, -0.6369], [1.7472, -4.4845, 1.6713], [0.7974, 3.9728, 0.4871], [-1.4062, 1.4166, 4.6737], [-5.3454, -0.2443, -3.1551], [3.3157, -3.7934, 1.2608], [1.6761, 1.2276, 3.2880], [4.7135, 0.6977, 2.0888], [2.4963, -1.8642, -2.8932], [0.1571, -1.0792, -2.8392], [0.2637, 1.7253, 4.8452], [-0.7736, 5.9580, 0.5327], [1.2358, 0.7843, -0.6278], [-1.7777, 3.6210, -0.6523], [0.0148, -2.3791, 2.4108], [0.6765, 6.2537, -0.4419], [3.4010, -0.0395, 2.9856], [4.5527, 1.1751, 0.0287], [3.6642, 1.7289, 3.0399], [3.2833, 0.1933, -0.7066], [-2.1857, 0.7574, 2.6097], [2.2121, -2.9354, 2.3450], [-1.2743, -3.0230, -2.9129]], "charge": 1, "largest_force_ha_per_bohr": 0.02643, "energy_ha": -1492.19597, "de_lowest_kcal_mol": 45.3, "orbital_gap_ev": [7.28, 7.65]}

***

{"formula": "C21H31N8O5S2Zn", "method": "the ωB97M-V functional and the def2-TZVPD basis", "species": ["Zn", "S", "S", "O", "O", "O", "O", "O", "N", "N", "N", "N", "N", "N", "N", "N", "C", "C", "C", "C", "C", "C", "C", "C", "C", "C", "C", "C", "C", "C", "C", "C", "C", "C", "C", "C", "C", "H", "H", "H", "H", "H", "H", "H", "H", "H", "H", "H", "H", "H", "H", "H", "H", "H", "H", "H", "H", "H", "H", "H", "H", "H", "H", "H", "H", "H", "H", "H"], "coordinates": [[0.7477, -0.2957, -0.2351], [-0.7210, 1.9204, -0.6612], [0.2979, 1.2346, 2.5986], [-1.2260, 2.7953, 0.3682], [-1.3241, 0.5596, -0.5888], [0.7495, 1.7124, -0.6655], [-0.9239, -3.8098, -1.2519], [0.2163, -1.8773, -1.3367], [-3.0524, 0.9020, 1.9912], [2.6467, -0.0504, 2.7017], [2.7106, -0.1131, 1.3483], [-2.7824, -0.1731, 4.0163], [-3.6706, -1.2972, 2.2038], [2.6028, -0.4930, -1.2681], [1.8284, 0.6875, 4.6848], [0.0680, -1.6264, 1.3012], [4.9695, -0.5830, -1.3951], [-2.4349, 3.1258, -2.3801], [-0.5507, -2.7490, -0.7895], [3.7694, -0.5841, 0.8113], [2.5324, -0.5069, -2.5957], [-1.1566, 2.6050, -2.2178], [4.9497, -1.1353, 1.5642], [-2.3532, 4.1392, -6.0311], [-1.6124, -3.5188, 1.3947], [1.6368, 0.6076, 3.3489], [4.9045, -0.5662, -2.7814], [3.6634, -0.5464, -3.3962], [3.7882, -0.5567, -0.6712], [-3.5918, -2.6209, 2.8190], [-1.0460, -2.3284, 0.6278], [-3.1554, -0.1929, 2.7345], [-0.2545, 2.5903, -3.2679], [-2.8079, 3.6196, -3.6147], [-1.9214, 3.6075, -4.6930], [-2.1945, -3.2487, 2.7935], [-0.6436, 3.0958, -4.4997], [2.7286, 0.5145, 5.1026], [1.5355, -0.5099, -3.0180], [5.9269, -0.5961, -0.8949], [-2.8179, 0.7834, 1.0023], [5.8133, -0.5778, -3.3676], [-1.5086, -2.6386, 3.3907], [-3.0180, -0.9187, 4.6449], [-1.5687, 4.0249, -6.7768], [-2.3682, -3.9869, 0.7615], [3.4534, -0.3345, 3.2419], [-3.8021, 4.0285, -3.7493], [5.5337, -1.7979, 0.9328], [-2.5691, 1.7093, 2.3629], [-3.2399, 3.6110, -6.3841], [-2.2859, -4.2079, 3.3085], [5.6060, -0.3375, 1.9210], [-2.3115, 0.6368, 4.3833], [-0.2277, -1.1733, 2.1614], [-3.9597, -2.5507, 3.8446], [4.6241, -1.7264, 2.4224], [-1.8019, -1.5727, 0.4228], [-4.2898, -3.2606, 2.2821], [3.5656, -0.5656, -4.4718], [-3.1187, 3.1488, -1.5417], [-3.9219, -1.2472, 1.2294], [-0.8130, -4.2585, 1.4924], [0.7830, -2.3090, 1.5412], [-2.6100, 5.1972, -5.9623], [0.7399, 2.1943, -3.1131], [1.2037, 1.2954, 5.1864], [0.0603, 3.0964, -5.3228]], "charge": 1, "largest_force_ha_per_bohr": 0.01611, "energy_ha": -4208.73971, "orbital_gap_ev": 8.17}

***

{"formula": "C21H32BF6O8S", "method": "the ωB97M-V functional and the def2-TZVPD basis", "species": ["S", "F", "F", "F", "F", "F", "F", "O", "O", "O", "O", "O", "O", "O", "O", "C", "C", "C", "C", "C", "C", "C", "C", "C", "C", "C", "C", "C", "C", "C", "C", "C", "C", "C", "C", "C", "B", "H", "H", "H", "H", "H", "H", "H", "H", "H", "H", "H", "H", "H", "H", "H", "H", "H", "H", "H", "H", "H", "H", "H", "H", "H", "H", "H", "H", "H", "H", "H", "H"], "coordinates": [[1.9548, -1.8429, 3.7172], [2.4967, 2.0879, -4.6016], [3.1752, 1.4619, -6.5580], [-5.0851, 2.4340, 0.7952], [1.4970, 0.4597, -5.6264], [-7.2217, 2.2741, 0.4916], [-6.1649, 4.0504, -0.1581], [-4.7212, 1.6572, -1.7056], [4.5255, -0.5262, -5.3508], [-6.8887, 2.1132, -2.1556], [3.2881, -0.1868, -3.4935], [2.3996, -3.0167, 0.2380], [-0.2736, -1.9738, 2.3215], [4.3953, -3.1430, 1.4857], [3.1857, 3.1991, 1.8949], [2.0460, 0.0255, 1.5416], [5.3711, -0.5449, -2.2709], [-6.8754, 0.0624, -3.4852], [-4.0946, -0.5440, 1.5113], [2.2112, -3.3635, 2.7890], [-2.6553, -2.2294, 2.4427], [2.9793, 1.0171, 0.8007], [-5.8027, 2.0801, -1.4149], [2.5226, 3.2342, 3.1413], [-1.7106, -0.2917, 1.3550], [4.0740, -1.1490, -2.7632], [2.7072, -0.4641, 2.8343], [-6.7746, 1.5703, -3.4943], [-6.0866, 2.7252, -0.0403], [3.6406, 0.0095, -4.7591], [0.1680, -1.6166, 3.5941], [2.6851, 1.0367, -5.4061], [2.5479, 2.4849, 0.8601], [-1.5673, -1.4838, 2.0371], [-2.9899, 0.1836, 1.0954], [-3.9301, -1.7522, 2.1713], [3.0367, -3.1735, 1.4303], [-5.0860, -0.1597, 1.3125], [-2.5032, -3.1724, 2.9519], [6.0130, -0.2637, -3.1040], [1.4394, -3.0818, 0.2971], [1.2317, -3.7919, 2.5822], [-4.8008, -2.3173, 2.4762], [-7.8012, -0.2547, -3.0052], [3.0839, 2.6693, 3.8927], [5.9075, -1.2645, -1.6522], [2.6535, 0.3391, 3.5743], [2.7511, -4.0198, 3.4692], [1.4584, 2.5632, 0.9546], [-3.1081, 1.1151, 0.5593], [4.2497, -2.0266, -3.3842], [1.1469, 0.5678, 1.8392], [3.9833, 0.9519, 1.2248], [-0.0473, -0.5775, 3.8600], [3.7603, -0.7209, 2.7072], [2.4547, 4.2666, 3.4824], [-5.8424, 1.9139, -3.9397], [-6.0402, -0.3844, -2.9471], [1.5088, 2.8256, 3.0779], [5.1758, 0.3505, -1.6789], [3.4386, -1.4476, -1.9303], [-6.8662, -0.3122, -4.5078], [-0.2277, -2.2711, 4.3787], [-0.8543, 0.2700, 1.0070], [1.7761, -0.7989, 0.8952], [-7.6004, 2.0173, -4.0412], [2.8318, 2.9745, -0.0718], [3.0515, 0.7039, -0.2415], [4.7967, -3.5284, 0.6965]], "charge": 1, "largest_force_ha_per_bohr": 0.01264, "energy_ha": -2443.40760, "orbital_gap_ev": 9.69}